Record 1
Below is a cluster of 5 separate species, C26H46ClF6NO7S in total at a distorted geometry, with properties calculated with ωB97M-V/def2-TZVPD.

XYZ file:
```
88
Properties=species:S:1:pos:R:3
O 3.243 -6.226 0.780
C 3.792 -6.352 1.883
Cl 3.891 -8.061 2.597
C 4.393 -5.191 2.803
N 4.534 -3.859 2.188
C 3.320 -3.061 2.036
F 3.087 -2.603 0.685
F 3.522 -1.837 2.792
C 1.957 -3.673 2.549
C 1.499 -3.824 4.022
C 0.125 -4.498 4.389
C -0.829 -5.030 3.294
C -0.417 -4.849 1.806
C -1.409 -5.396 0.657
F -1.375 -4.441 -0.398
F -1.083 -6.705 0.224
F -2.726 -5.406 1.226
C 0.943 -4.186 1.461
S 5.654 -3.755 0.900
O 5.205 -4.312 -0.408
O 6.117 -2.325 0.715
F 7.038 -4.615 1.368
H 5.464 -5.541 3.081
H 3.830 -5.211 3.813
H 2.227 -3.456 4.833
H -0.129 -4.606 5.504
H -1.803 -5.542 3.572
H 1.174 -4.087 0.337
C 3.288 -0.157 -4.370
C 3.035 0.983 -3.399
O 2.572 0.551 -2.127
C 3.445 -0.297 -1.390
C 4.776 0.351 -1.053
H 2.404 -0.795 -4.455
H 3.537 0.234 -5.360
H 4.116 -0.789 -4.042
H 2.253 1.627 -3.809
H 3.926 1.609 -3.286
H 3.589 -1.246 -1.917
H 2.927 -0.536 -0.458
H 5.370 0.538 -1.952
H 5.360 -0.298 -0.396
H 4.623 1.313 -0.557
C -0.291 -1.105 0.456
C -1.809 -1.082 0.472
O -2.350 -0.053 1.289
C -2.024 1.282 0.923
C -2.513 1.666 -0.463
H 0.106 -1.142 1.474
H 0.071 -1.975 -0.097
H 0.119 -0.212 -0.022
H -2.170 -2.027 0.888
H -2.214 -1.014 -0.543
H -0.947 1.451 1.022
H -2.509 1.930 1.657
H -1.998 1.099 -1.242
H -2.335 2.728 -0.649
H -3.583 1.462 -0.564
C -5.949 2.986 -6.009
C -5.345 3.767 -4.856
O -5.273 3.027 -3.645
C -4.479 1.849 -3.670
C -3.016 2.111 -3.983
H -6.921 2.572 -5.727
H -6.079 3.631 -6.881
H -5.312 2.149 -6.305
H -5.977 4.634 -4.649
H -4.357 4.159 -5.120
H -4.905 1.116 -4.363
H -4.550 1.409 -2.672
H -2.884 2.479 -5.004
H -2.433 1.192 -3.881
H -2.607 2.867 -3.308
C -3.065 6.417 2.661
C -2.667 5.125 3.353
O -1.719 4.359 2.621
C -0.463 4.975 2.372
C 0.303 5.323 3.637
H -3.402 6.220 1.640
H -3.870 6.911 3.211
H -2.226 7.115 2.599
H -3.554 4.496 3.459
H -2.298 5.316 4.366
H -0.590 5.855 1.733
H 0.124 4.255 1.795
H -0.206 6.101 4.212
H 1.302 5.690 3.390
H 0.396 4.447 4.284
```

Calculated values
Net charge ... 0
E ... -3056.99604 hartree
Spin multiplicity ... 1

Charge distribution, Löwdin scheme, values in e: O 0.027; C -0.650; Cl 0.584; C -0.160; N -0.121; C -0.370; F 0.022; F 0.031; C -0.071; C 0.006; C -0.028; C 0.021; C -0.038; C -0.364; F 0.063; F 0.082; F 0.046; C 0.064; S 0.844; O -0.256; O -0.281; F -0.192; H 0.143; H 0.148; H 0.114; H 0.100; H 0.111; H 0.128; C -0.083; C -0.282; O -0.167; C -0.279; C -0.066; H 0.081; H 0.076; H 0.066; H 0.116; H 0.106; H 0.110; H 0.097; H 0.070; H 0.053; H 0.085; C -0.075; C -0.272; O -0.155; C -0.269; C -0.079; H 0.084; H 0.060; H 0.068; H 0.108; H 0.110; H 0.108; H 0.110; H 0.062; H 0.081; H 0.078; C -0.084; C -0.281; O -0.160; C -0.276; C -0.085; H 0.082; H 0.076; H 0.065; H 0.117; H 0.106; H 0.108; H 0.102; H 0.066; H 0.077; H 0.076; C -0.082; C -0.277; O -0.178; C -0.277; C -0.082; H 0.083; H 0.077; H 0.065; H 0.119; H 0.107; H 0.107; H 0.117; H 0.065; H 0.077; H 0.083


Record 2
Below is a cluster of 2 separate species, C26H46ClNO3 in total at a distorted geometry, with properties calculated with ωB97M-V/def2-TZVPD.

XYZ file:
```
77
Properties=species:S:1:pos:R:3
C -3.177 -1.951 -1.792
C -2.217 -0.691 -2.103
C -2.697 0.182 -3.370
C -1.842 -0.116 -4.695
C -0.310 0.395 -4.605
C -0.161 1.991 -4.782
C -0.173 2.808 -3.398
C 1.251 3.495 -3.053
C 1.473 3.701 -1.475
C 0.445 4.753 -0.800
C -0.240 4.168 0.558
C -1.221 2.932 0.254
C -2.317 2.644 1.391
C -1.883 1.538 2.485
C -0.300 1.347 2.659
C 0.027 0.682 4.116
C 1.609 0.885 4.360
C 2.263 -0.411 5.114
C 3.122 0.036 6.397
C 4.689 -0.297 6.315
O 5.267 -0.162 4.982
C 6.512 -0.866 4.975
O 7.563 -0.403 5.488
O 6.599 -2.193 4.388
Cl 8.254 -2.464 4.100
H -2.867 -2.873 -2.429
H -4.276 -1.649 -1.968
H -3.087 -2.297 -0.693
H -2.232 0.012 -1.185
H -1.123 -1.044 -2.192
H -2.624 1.281 -3.072
H -3.790 -0.087 -3.601
H -1.806 -1.266 -4.827
H -2.383 0.270 -5.641
H 0.232 0.021 -3.667
H 0.236 -0.087 -5.505
H -0.946 2.379 -5.536
H 0.867 2.158 -5.287
H -0.911 3.690 -3.526
H -0.528 2.209 -2.493
H 1.381 4.496 -3.612
H 2.112 2.821 -3.433
H 1.430 2.663 -0.969
H 2.552 4.090 -1.316
H 1.101 5.641 -0.452
H -0.342 5.149 -1.524
H 0.633 3.923 1.254
H -0.843 4.999 1.074
H -0.681 1.957 0.009
H -1.811 3.226 -0.700
H -2.714 3.608 1.888
H -3.236 2.199 0.844
H -2.412 1.759 3.490
H -2.312 0.521 2.136
H 0.068 0.605 1.871
H 0.288 2.323 2.636
H -0.512 1.375 4.870
H -0.325 -0.400 4.172
H 2.215 1.057 3.407
H 1.720 1.844 4.994
H 1.350 -0.994 5.522
H 2.814 -1.082 4.376
H 3.030 1.157 6.640
H 2.705 -0.522 7.314
H 4.874 -1.328 6.770
H 5.227 0.463 7.002
C -2.055 -8.085 -3.130
C -3.278 -7.664 -2.629
C -3.551 -6.306 -2.622
N -2.699 -5.370 -3.070
C -1.522 -5.804 -3.548
C -1.156 -7.140 -3.601
H -1.805 -9.140 -3.153
H -4.003 -8.374 -2.252
H -4.495 -5.927 -2.243
H -0.851 -5.027 -3.901
H -0.193 -7.433 -3.999
```

Calculated values
Net charge ... 0
Energy relative to the best compared isomer or geometry (same formula, charge and spin) ... 484.9 kJ/mol
E ... -1758.67583 hartree
Spin multiplicity ... 1

Charge distribution, Löwdin scheme, values in e: C -0.136; C -0.258; C -0.215; C -0.214; C -0.214; C -0.207; C -0.214; C -0.221; C -0.217; C -0.203; C -0.206; C -0.229; C -0.210; C -0.210; C -0.221; C -0.205; C -0.206; C -0.182; C -0.164; C -0.181; O -0.032; C -0.489; O 0.012; O -0.445; Cl 0.739; H 0.054; H 0.073; H 0.070; H 0.089; H 0.100; H 0.093; H 0.106; H 0.110; H 0.112; H 0.105; H 0.106; H 0.113; H 0.104; H 0.110; H 0.084; H 0.116; H 0.108; H 0.110; H 0.109; H 0.106; H 0.104; H 0.096; H 0.111; H 0.095; H 0.111; H 0.109; H 0.103; H 0.109; H 0.111; H 0.116; H 0.095; H 0.113; H 0.109; H 0.108; H 0.109; H 0.101; H 0.113; H 0.110; H 0.118; H 0.138; H 0.141; C -0.083; C -0.077; C -0.148; N 0.051; C -0.150; C -0.077; H 0.105; H 0.101; H 0.104; H 0.103; H 0.101


Record 3
Below is a cluster of 7 separate species, C26H46NO14S5 in total at a distorted geometry, with properties calculated with ωB97M-V/def2-TZVPD.

XYZ file:
```
92
Properties=species:S:1:pos:R:3
N -13.464 1.045 -25.110
H -12.522 1.400 -25.030
H -13.791 1.567 -25.911
H -14.072 1.212 -24.321
H -13.386 0.073 -25.374
C -16.329 -1.181 -17.882
C -15.750 -1.241 -16.563
C -14.706 -0.075 -16.158
O -14.217 -0.065 -15.021
C -14.325 0.854 -17.155
C -14.970 0.947 -18.322
C -15.995 -0.106 -18.691
O -16.579 -0.146 -19.863
O -14.648 1.928 -19.102
O -15.979 -2.099 -15.680
H -17.069 -1.932 -18.115
H -13.515 1.540 -16.956
C -5.229 2.389 -19.947
C -5.697 3.860 -19.829
C -6.804 4.085 -20.952
S -6.339 3.098 -22.448
O -5.718 3.959 -23.434
O -7.496 2.234 -22.808
C -5.099 2.075 -21.463
H -6.070 1.841 -19.522
H -4.398 2.055 -19.326
H -4.903 4.588 -19.999
H -6.151 4.076 -18.862
H -7.092 5.100 -21.224
H -7.707 3.557 -20.647
H -4.166 2.522 -21.808
H -5.066 1.059 -21.855
C -16.931 -6.088 -31.355
C -17.621 -6.546 -30.087
C -18.044 -5.272 -29.232
S -16.491 -4.119 -29.349
O -15.609 -4.315 -28.215
O -16.920 -2.757 -29.690
C -15.818 -5.138 -30.791
H -17.515 -5.415 -31.982
H -16.512 -6.944 -31.885
H -16.875 -7.146 -29.567
H -18.464 -7.225 -30.215
H -18.318 -5.399 -28.185
H -18.710 -4.630 -29.809
H -15.119 -5.803 -30.282
H -15.117 -4.611 -31.439
C -11.605 -6.109 -20.365
C -11.929 -5.374 -21.651
C -10.709 -4.648 -22.185
S -9.332 -5.833 -21.898
O -8.396 -5.216 -20.946
O -8.760 -6.518 -23.028
C -10.373 -6.968 -20.889
H -12.521 -6.621 -20.071
H -11.094 -5.388 -19.727
H -12.685 -4.618 -21.437
H -12.363 -6.057 -22.381
H -10.434 -3.695 -21.733
H -10.742 -4.466 -23.259
H -9.710 -7.479 -20.191
H -10.838 -7.709 -21.538
C -7.925 3.888 -33.058
C -6.757 2.910 -32.659
C -7.371 1.564 -32.119
S -9.169 1.855 -31.877
O -9.584 1.507 -30.472
O -9.967 1.230 -32.966
C -9.104 3.674 -32.149
H -8.281 3.595 -34.046
H -7.557 4.911 -33.145
H -6.085 3.368 -31.933
H -6.064 2.859 -33.499
H -6.914 1.365 -31.149
H -7.318 0.655 -32.718
H -8.884 4.097 -31.169
H -10.064 4.058 -32.494
C -19.184 6.412 -24.660
C -20.239 5.802 -25.570
C -19.501 4.728 -26.371
S -18.094 5.666 -27.152
O -18.536 6.479 -28.269
O -16.896 4.806 -27.186
C -17.996 6.705 -25.621
H -18.927 5.618 -23.959
H -19.524 7.339 -24.197
H -20.618 6.609 -26.196
H -21.075 5.350 -25.036
H -19.940 4.087 -27.136
H -19.115 4.007 -25.650
H -17.900 7.726 -25.989
H -17.034 6.509 -25.148
```

Calculated values
Net charge ... -1
Energy relative to the best compared isomer or geometry (same formula, charge and spin) ... 736.8 kJ/mol
E ... -4117.03125 hartree
Spin multiplicity ... 1

Charge distribution, Löwdin scheme, values in e: N 0.299; H 0.138; H 0.135; H 0.150; H 0.138; C -0.040; C -0.362; C -0.369; O -0.034; C -0.053; C -0.431; C -0.378; O -0.155; O -0.136; O -0.062; H 0.087; H 0.099; C -0.205; C -0.195; C -0.202; S 0.716; O -0.350; O -0.375; C -0.200; H 0.111; H 0.112; H 0.104; H 0.109; H 0.097; H 0.092; H 0.085; H 0.097; C -0.215; C -0.229; C -0.150; S 0.715; O -0.356; O -0.360; C -0.213; H 0.111; H 0.116; H 0.110; H 0.108; H 0.095; H 0.082; H 0.083; H 0.097; C -0.173; C -0.265; C -0.216; S 0.688; O -0.356; O -0.334; C -0.218; H 0.123; H 0.118; H 0.123; H 0.118; H 0.108; H 0.095; H 0.096; H 0.090; C -0.232; C -0.187; C -0.195; S 0.746; O -0.380; O -0.359; C -0.234; H 0.110; H 0.115; H 0.103; H 0.104; H 0.095; H 0.097; H 0.103; H 0.110; C -0.197; C -0.245; C -0.215; S 0.713; O -0.331; O -0.379; C -0.215; H 0.119; H 0.117; H 0.113; H 0.118; H 0.100; H 0.104; H 0.094; H 0.094


Record 4
Below is a cluster of 5 separate species, C26H46NO16PS6 in total at a distorted geometry, with properties calculated with ωB97M-V/def2-TZVPD.

XYZ file:
```
96
Properties=species:S:1:pos:R:3
C -6.093 0.931 1.203
C -4.789 1.666 1.717
C -3.514 1.158 0.900
C -3.724 1.193 -0.656
N -2.541 0.829 -1.486
C -1.472 0.135 -0.740
C -0.320 -0.458 -1.674
C 0.689 -1.203 -0.696
C 0.998 -2.711 -1.106
P 2.847 -3.012 -1.156
C 3.665 -2.705 0.489
C 4.728 -3.641 0.877
C 5.498 -3.524 2.112
C 5.216 -2.422 3.019
C 4.130 -1.479 2.655
C 3.380 -1.614 1.421
C -2.063 1.923 -2.271
S -1.639 1.738 -3.867
S -1.920 3.639 -1.600
C -0.219 4.274 -1.920
C 0.531 4.315 -0.503
C 1.023 2.841 -0.194
H -6.756 0.611 2.053
H -6.617 1.622 0.494
H -5.821 -0.027 0.677
H -4.620 1.300 2.772
H -4.863 2.779 1.750
H -3.370 0.093 1.247
H -2.621 1.723 1.264
H -4.543 0.473 -0.943
H -4.132 2.216 -0.903
H -1.863 -0.758 -0.179
H -0.939 0.828 -0.028
H 0.207 0.379 -2.199
H -0.812 -1.135 -2.415
H 0.226 -1.241 0.333
H 1.644 -0.626 -0.696
H 0.446 -3.455 -0.468
H 0.622 -2.867 -2.159
H 3.367 -1.986 -2.020
H 5.009 -4.496 0.212
H 6.301 -4.249 2.387
H 5.762 -2.227 3.969
H 3.897 -0.617 3.318
H 2.597 -0.864 1.190
H -0.261 5.342 -2.269
H 0.351 3.699 -2.689
H 1.332 5.091 -0.469
H -0.282 4.576 0.229
H 0.492 2.400 0.693
H 2.112 2.905 0.079
H 0.858 2.165 -1.077
O -4.024 5.261 0.374
S -2.990 6.224 0.528
O -1.973 6.426 -0.444
O -2.292 5.988 1.966
C -2.391 7.178 2.752
C -3.653 7.867 2.269
O -3.670 7.652 0.856
H -1.507 7.790 2.558
H -2.435 6.931 3.811
H -3.659 8.932 2.495
H -4.546 7.401 2.693
O 9.612 2.825 2.879
S 8.924 1.854 2.100
O 9.325 1.505 0.783
O 7.352 2.244 2.079
C 6.595 1.156 2.614
C 7.502 0.463 3.581
O 8.792 0.494 2.969
H 6.317 0.491 1.793
H 5.695 1.533 3.099
H 7.184 -0.559 3.773
H 7.571 1.001 4.531
O -3.942 -4.542 -6.910
S -4.454 -3.677 -5.903
O -5.651 -3.957 -5.190
O -4.551 -2.188 -6.521
C -3.766 -1.287 -5.734
C -2.658 -2.138 -5.147
O -3.279 -3.388 -4.833
H -4.404 -0.873 -4.949
H -3.381 -0.477 -6.350
H -2.219 -1.692 -4.256
H -1.873 -2.326 -5.883
O 1.560 -5.596 1.123
S 0.875 -6.573 0.345
O 1.275 -6.930 -0.969
O -0.694 -6.186 0.322
C -1.466 -7.264 0.858
C -0.544 -7.959 1.842
O 0.745 -7.922 1.226
H -1.741 -7.928 0.035
H -2.368 -6.885 1.334
H -0.845 -8.986 2.040
H -0.484 -7.409 2.785
```

Calculated values
Net charge ... 0
E ... -5007.12400 hartree
Spin multiplicity ... 1

Charge distribution, Löwdin scheme, values in e: C -0.124; C -0.237; C -0.205; C -0.195; N -0.206; C -0.206; C -0.187; C -0.263; C -0.397; P 0.909; C -0.415; C -0.105; C -0.077; C -0.090; C -0.095; C -0.087; C -1.001; S 0.663; S 0.867; C -0.458; C -0.286; C -0.116; H 0.071; H 0.077; H 0.068; H 0.101; H 0.094; H 0.109; H 0.106; H 0.119; H 0.115; H 0.132; H 0.099; H 0.070; H 0.089; H 0.107; H 0.071; H 0.068; H 0.073; H -0.052; H 0.096; H 0.101; H 0.086; H 0.091; H 0.077; H 0.077; H 0.069; H 0.107; H 0.064; H 0.068; H 0.074; H 0.054; O -0.239; S 0.595; O -0.249; O -0.192; C -0.166; C -0.168; O -0.181; H 0.135; H 0.136; H 0.137; H 0.134; O -0.221; S 0.630; O -0.217; O -0.185; C -0.189; C -0.180; O -0.182; H 0.130; H 0.134; H 0.107; H 0.137; O -0.222; S 0.622; O -0.224; O -0.190; C -0.174; C -0.173; O -0.191; H 0.133; H 0.132; H 0.108; H 0.136; O -0.236; S 0.602; O -0.215; O -0.198; C -0.169; C -0.172; O -0.187; H 0.135; H 0.136; H 0.136; H 0.133